[1]
{
  "formula": "C34H58BaN4O2",
  "method": "ωB97M-V/def2-TZVPD",
  "species": ["Ba", "C", "N", "C", "C", "C", "N", "C", "C", "C", "C", "C", "C", "C", "O", "C", "C", "C", "C", "C", "C", "C", "C", "C", "C", "C", "C", "C", "C", "C", "O", "C", "C", "C", "C", "C", "C", "C", "C", "H", "H", "H", "H", "H", "H", "H", "H", "H", "H", "H", "H", "H", "H", "H", "H", "H", "H", "H", "H", "H", "H", "H", "H", "H", "H", "H", "H", "H", "H", "H", "H", "H", "H", "H", "H", "H", "H", "H", "H", "H", "H", "H", "H", "H", "H", "H", "H", "H", "H", "H", "H", "H", "H", "N", "N", "H", "H", "H", "H"],
  "coordinates": [[0.215, 2.467, 0.015], [-0.641, 5.474, 1.849], [0.092, 4.240, 2.173], [1.424, 4.700, 2.597], [-0.538, 3.482, 3.270], [0.254, 2.247, 3.606], [0.192, 1.261, 2.526], [1.349, 0.367, 2.417], [1.917, 0.196, 1.036], [1.724, -0.977, 0.337], [2.335, -1.272, -0.901], [3.032, -0.210, -1.429], [3.182, 1.062, -0.843], [2.668, 1.312, 0.504], [2.612, 2.425, 1.177], [4.035, 2.108, -1.594], [3.211, 3.396, -1.921], [4.680, 1.574, -2.866], [5.184, 2.435, -0.604], [2.083, -2.604, -1.606], [0.616, -2.884, -1.742], [2.654, -2.679, -2.967], [2.733, -3.735, -0.830], [-1.084, 0.482, 2.504], [-1.393, -0.578, 1.468], [-1.506, -1.878, 1.908], [-2.072, -2.869, 1.112], [-2.663, -2.371, -0.069], [-2.680, -1.078, -0.517], [-1.957, -0.086, 0.264], [-1.798, 1.125, -0.187], [-3.405, -0.642, -1.754], [-2.505, -0.185, -2.866], [-4.484, 0.428, -1.412], [-4.221, -1.805, -2.334], [-2.162, -4.439, 1.572], [-1.419, -4.630, 2.894], [-3.627, -4.852, 1.814], [-1.609, -5.352, 0.484], [-0.582, 6.198, 2.694], [-1.718, 5.291, 1.802], [-0.172, 5.982, 0.996], [1.329, 5.390, 3.483], [1.883, 5.153, 1.759], [2.049, 3.845, 2.820], [-1.515, 3.219, 2.943], [-0.658, 4.107, 4.206], [0.000, 1.906, 4.618], [1.323, 2.459, 3.661], [1.010, -0.558, 2.786], [2.045, 0.718, 3.135], [1.058, -1.734, 0.809], [3.538, -0.369, -2.394], [2.362, 3.205, -2.529], [3.859, 4.187, -2.395], [2.857, 3.843, -0.948], [3.943, 1.234, -3.530], [5.283, 0.673, -2.651], [5.330, 2.375, -3.278], [4.756, 3.006, 0.218], [6.017, 3.006, -1.067], [5.501, 1.561, -0.147], [0.144, -2.081, -2.320], [0.152, -3.030, -0.782], [0.439, -3.788, -2.360], [2.371, -1.882, -3.669], [2.279, -3.573, -3.402], [3.737, -2.800, -3.003], [2.270, -3.828, 0.145], [3.786, -3.606, -0.662], [2.670, -4.692, -1.347], [-1.907, 1.261, 2.359], [-1.134, -0.091, 3.482], [-1.063, -2.124, 2.853], [-3.214, -3.124, -0.656], [-1.671, 0.394, -2.571], [-3.048, 0.275, -3.688], [-1.975, -1.101, -3.274], [-4.184, 1.327, -0.800], [-5.373, -0.073, -0.995], [-4.805, 0.837, -2.347], [-3.589, -2.713, -2.607], [-4.772, -1.449, -3.199], [-4.931, -2.162, -1.621], [-1.698, -3.979, 3.717], [-0.328, -4.533, 2.712], [-1.692, -5.620, 3.190], [-4.075, -4.264, 2.659], [-3.625, -5.931, 2.083], [-4.186, -4.817, 0.918], [-0.606, -5.003, 0.200], [-2.211, -5.386, -0.389], [-1.539, -6.381, 0.751], [-2.312, 3.409, -2.331], [-1.390, 4.263, -1.712], [-3.259, 3.733, -2.279], [-2.271, 2.508, -1.927], [-1.792, 4.665, -0.859], [-1.120, 5.006, -2.346]],
  "forces_ev_per_a": [[0.43, 0.29, -0.46], [-0.24, 0.12, 1.22], [0.21, 0.93, 0.60], [-0.43, -0.59, 1.05], [0.61, 1.13, 0.75], [0.80, -0.59, -0.41], [-1.16, -0.20, -0.85], [-0.67, 0.47, -0.21], [0.54, 0.62, -0.10], [-0.25, -1.45, 0.17], [-1.09, 0.54, 0.95], [0.71, 0.31, -0.81], [-0.13, 0.34, 0.47], [-0.22, -1.50, -0.78], [0.38, 0.03, -0.82], [0.27, 0.32, 0.81], [1.48, 0.77, 1.72], [1.18, 0.26, 1.05], [-0.94, 2.35, -0.82], [0.71, 0.25, 0.68], [-0.80, -0.20, -0.87], [0.99, 0.62, -1.66], [-0.14, -0.50, 0.58], [-0.37, 0.63, 1.01], [-0.34, 2.25, 0.00], [0.13, -1.30, -0.80], [-0.21, -0.70, 0.43], [-0.68, -2.13, -0.06], [1.23, 1.21, 1.07], [-0.21, -2.33, -1.06], [-0.23, 0.37, 0.57], [-1.37, -0.21, 0.20], [1.14, -1.90, -1.07], [0.17, 0.47, 0.62], [0.95, -0.91, -0.51], [-0.82, 2.26, -0.21], [0.80, 0.16, -0.95], [0.74, -0.24, 1.57], [1.25, 1.02, 0.21], [0.21, -0.23, -0.24], [0.08, -0.12, -0.76], [-0.49, -0.28, -0.06], [0.22, -0.43, -0.77], [0.59, 0.91, -0.74], [0.12, 0.19, 0.09], [-1.01, -0.27, -0.16], [0.17, -0.31, -0.81], [-0.41, -0.44, -0.13], [-0.23, 0.32, 0.21], [-0.18, -1.69, 0.39], [1.23, 0.34, 0.32], [0.59, 0.51, -0.33], [-0.46, 0.08, 0.56], [-0.76, -0.28, -0.86], [-0.61, -0.81, 0.28], [0.31, -0.39, -0.80], [-1.01, -0.07, -1.46], [0.10, 0.54, 0.03], [-0.46, -0.62, -0.05], [0.11, 0.30, 0.01], [-0.45, -0.39, 0.23], [1.07, -1.86, 0.55], [-0.17, 0.07, 0.42], [-0.50, 0.17, 0.30], [0.20, 0.18, 0.50], [0.00, 0.08, 0.35], [-0.32, -0.93, -0.56], [0.16, 0.34, 0.17], [-0.13, -0.18, 0.28], [0.61, 0.48, 0.05], [-0.40, -0.09, -0.12], [0.80, -1.03, 0.77], [-0.32, 0.99, -0.56], [0.08, -0.07, 0.47], [0.37, 0.40, 0.23], [0.56, 1.16, 0.50], [-0.03, 0.13, -0.02], [-0.73, 0.79, 0.17], [-0.03, -1.31, -0.33], [0.40, 0.34, 0.25], [-0.40, 0.35, -0.82], [-0.63, 1.29, 0.02], [0.00, -0.10, -0.28], [-0.64, -0.23, 0.56], [-0.23, 0.31, -0.16], [-0.48, -0.21, 0.34], [0.36, -0.88, 0.47], [0.17, -0.51, -0.94], [-0.04, 0.52, 0.15], [-0.88, 0.52, -0.90], [-0.17, -0.23, -0.06], [-0.70, 0.48, -0.95], [0.14, -0.85, 0.81], [-0.11, 0.31, -1.25], [0.17, 0.36, 0.97], [-0.41, 0.28, 0.06], [0.08, -1.18, 0.59], [0.19, 0.30, -0.36], [-0.10, -0.04, 0.08]],
  "mulliken_charge": [1.560, -1.306, 0.636, -1.425, -0.854, -1.258, 0.754, -2.524, 1.240, -0.084, -0.795, -0.612, 0.838, -0.920, -0.577, 2.174, -1.328, -2.320, -1.652, 3.154, -1.310, -2.639, -2.050, -1.493, 1.221, -0.207, -0.611, 0.481, -0.539, 0.340, -0.929, 2.330, -1.567, -1.546, -2.277, 1.892, -2.067, -1.770, -1.578, 0.373, 0.332, 0.313, 0.292, 0.511, 0.346, 0.555, 0.382, 0.186, 0.565, 0.750, 0.934, 0.084, 0.511, 0.298, 0.434, -0.017, 0.560, 0.423, 0.423, 0.275, 0.451, 0.380, 0.285, -0.415, 0.603, 0.404, 0.583, 0.409, 0.299, 0.416, 0.483, -0.038, 0.205, 0.245, 0.096, 0.268, 0.444, 0.257, 0.105, 0.381, 0.481, 0.314, 0.496, 0.508, 0.352, 0.302, 0.538, 0.348, 0.490, 0.367, 0.166, 0.396, 0.504, -0.521, -0.391, 0.255, 0.212, 0.196, 0.217],
  "spin_multiplicity": 1,
  "charge": 0,
  "de_lowest_ev": 0.094,
  "lumo_energy_ha": -0.0065
}


[2]
{
  "formula": "C23H27ClN4O",
  "method": "ωB97M-V/def2-TZVPD",
  "species": ["C", "C", "C", "C", "N", "C", "O", "C", "C", "C", "C", "C", "N", "C", "C", "N", "C", "N", "C", "C", "C", "C", "C", "C", "C", "C", "Cl", "C", "C", "H", "H", "H", "H", "H", "H", "H", "H", "H", "H", "H", "H", "H", "H", "H", "H", "H", "H", "H", "H", "H", "H", "H", "H", "H", "H", "H"],
  "coordinates": [[2.047, 4.040, -1.790], [1.195, 3.140, -2.272], [-0.257, 3.459, -2.473], [1.717, 1.769, -2.653], [1.213, 0.663, -1.851], [-0.054, 0.231, -1.910], [-0.844, 0.562, -2.784], [-0.557, -0.716, -0.802], [0.245, -1.976, -0.487], [-0.393, -3.179, -0.548], [0.231, -4.396, -0.154], [1.496, -4.382, 0.313], [2.164, -3.188, 0.375], [3.447, -2.914, 0.795], [3.607, -1.571, 0.618], [2.478, -1.002, 0.111], [1.603, -1.984, -0.026], [-1.010, 0.028, 0.386], [-2.171, -0.590, 1.025], [-3.457, -0.493, 0.200], [-3.714, 0.932, -0.273], [-4.613, -1.019, 1.047], [-0.017, 0.493, 1.301], [0.304, -0.223, 2.452], [1.296, 0.218, 3.312], [1.975, 1.385, 3.008], [3.244, 1.935, 4.069], [1.654, 2.131, 1.887], [0.643, 1.688, 1.048], [3.095, 3.807, -1.644], [1.724, 5.043, -1.536], [-0.890, 2.886, -1.795], [-0.435, 4.521, -2.306], [-0.583, 3.185, -3.477], [1.466, 1.575, -3.700], [2.802, 1.760, -2.555], [1.809, 0.298, -1.110], [-1.475, -1.077, -1.261], [-1.418, -3.210, -0.898], [-0.303, -5.333, -0.210], [2.038, -5.254, 0.647], [4.102, -3.685, 1.158], [4.483, -0.981, 0.834], [-1.999, -1.647, 1.285], [-2.333, -0.055, 1.963], [-3.375, -1.140, -0.680], [-3.767, 1.610, 0.584], [-2.919, 1.280, -0.931], [-4.661, 0.993, -0.811], [-4.760, -0.387, 1.927], [-5.544, -1.020, 0.479], [-4.427, -2.038, 1.394], [-0.209, -1.154, 2.665], [1.555, -0.343, 4.199], [2.179, 3.053, 1.678], [0.371, 2.269, 0.178]],
  "forces_ev_per_a": [[-0.01, 0.01, 0.00], [0.27, 0.01, 0.20], [-0.02, -0.03, -0.01], [-0.26, -0.13, -0.36], [0.09, 0.18, 0.33], [-0.02, -0.11, -0.09], [-0.03, 0.04, 0.02], [0.06, -0.16, -0.14], [0.12, 0.17, 0.10], [0.00, -0.09, 0.02], [-0.06, 0.04, -0.02], [0.04, 0.02, 0.01], [-0.01, -0.02, 0.02], [0.02, -0.06, 0.01], [-0.06, 0.06, -0.03], [0.02, 0.05, -0.01], [-0.15, 0.00, -0.03], [-0.02, 0.03, 0.07], [-0.05, 0.02, -0.08], [-0.01, 0.01, 0.02], [0.00, 0.01, 0.02], [0.01, 0.01, -0.01], [0.04, -0.11, -0.03], [-0.02, -0.08, -0.06], [0.04, 0.05, -0.03], [0.03, 0.02, 0.04], [0.00, -0.01, -0.01], [-0.05, -0.02, 0.00], [0.02, 0.02, -0.04], [0.00, 0.00, 0.00], [0.00, 0.00, 0.00], [0.00, -0.01, 0.03], [-0.02, -0.01, 0.00], [0.01, 0.02, -0.02], [0.01, 0.00, 0.00], [0.00, 0.00, -0.03], [-0.03, 0.09, 0.10], [0.04, -0.03, 0.00], [0.00, -0.01, 0.00], [-0.01, 0.00, -0.01], [0.00, -0.01, 0.00], [0.00, 0.01, 0.00], [0.01, 0.00, 0.00], [0.03, 0.00, 0.01], [-0.01, 0.00, 0.00], [-0.01, 0.01, 0.00], [0.00, 0.01, 0.00], [-0.01, -0.01, -0.01], [0.00, 0.00, 0.00], [-0.01, 0.00, 0.00], [0.00, 0.00, 0.00], [0.00, 0.00, 0.00], [0.01, 0.02, 0.02], [-0.01, 0.00, 0.00], [0.00, 0.00, 0.00], [0.01, 0.01, 0.03]],
  "mulliken_charge": [-1.242, 1.108, -0.980, -1.183, 0.325, -0.762, -0.690, 0.681, 0.239, -0.259, -0.913, -0.353, -0.005, -0.343, -0.962, -0.441, 0.137, 0.699, -1.359, 1.134, -1.297, -1.712, -0.484, 0.330, -1.017, 0.287, -0.240, -1.029, -0.068, 0.290, 0.286, 0.075, 0.412, 0.281, 0.353, 0.480, 0.281, 0.663, 0.453, 0.417, 0.392, 0.458, 0.512, 0.210, 0.828, 0.166, 0.302, 0.070, 0.459, 0.364, 0.423, 0.394, 0.342, 0.418, 0.494, 0.574],
  "spin_multiplicity": 1,
  "charge": 0,
  "de_lowest_ev": 0.634,
  "smiles": "C=C(C)CNC(=O)[C@@H](c1cccn2ccnc12)N(CC(C)C)c1ccc(Cl)cc1",
  "lumo_energy_ha": 0.0143
}


[3]
{
  "formula": "C3H6N4S",
  "method": "ωB97M-V/def2-TZVPD",
  "species": ["N", "N", "C", "N", "N", "C", "C", "S", "H", "H", "H", "H", "H", "H"],
  "coordinates": [[1.326, 1.222, -1.409], [0.506, 0.385, -0.671], [0.370, -0.872, -1.091], [-0.474, -1.701, -0.652], [-1.299, -1.254, 0.293], [-0.684, -0.361, 1.298], [-0.031, 0.762, 0.542], [-0.270, 2.397, 0.798], [0.596, 2.050, -1.518], [2.159, 1.586, -0.697], [1.247, -1.233, -1.645], [-1.829, -1.996, 0.853], [-1.582, -0.036, 1.780], [-0.034, -0.950, 2.119]],
  "forces_ev_per_a": [[0.18, 3.29, 1.32], [0.15, 1.01, 3.08], [1.99, -2.74, -0.87], [0.27, -1.82, -0.59], [-1.34, -0.10, 2.55], [0.15, -1.78, 0.81], [-0.97, 1.76, -1.38], [0.45, -1.01, 0.72], [2.65, -1.22, 0.04], [-2.92, -0.81, -2.25], [-0.95, 0.07, -0.53], [1.14, 1.05, -1.85], [0.00, 0.88, 0.89], [-0.79, 1.41, -1.94]],
  "mulliken_charge": [-0.949, 0.292, 0.149, -0.597, -0.180, -0.488, 0.312, -0.338, 0.294, 0.307, 0.391, 0.295, 0.326, 0.187],
  "spin_multiplicity": 1,
  "charge": 0,
  "de_lowest_ev": 3.688,
  "smiles": "NN1C=NNCC1=S",
  "lumo_energy_ha": -0.0108
}


Calculated frontier orbital gap, 6.822, 8.608, 8.108 eV (same order as the records).